Record 1
Below is 8 unconnected molecules or ions with the total composition C33H64ClFNO24S at a distorted geometry, with properties calculated with ωB97M-V/def2-TZVPD.

Last column: Löwdin charge in e.
Element x y z (Å)
C1 2.524 0.887 -0.236  -0.035
C2 1.281 -0.166 -0.079  -0.416
C3 1.248 -0.592 1.537  -0.046
C4 -0.203 0.442 -0.409  -0.084
C5 -0.307 0.787 -2.002  -0.363
C6 -1.893 0.519 -2.454  -0.159
C7 -2.966 1.479 -1.664  -0.241
C8 -3.558 2.726 -2.574  -0.569
Cl1 -5.394 2.900 -2.355  0.444
S1 -0.003 2.626 -2.410  0.914
O1 -0.605 2.863 -3.847  -0.347
O2 -0.564 3.592 -1.340  -0.357
F1 1.684 3.000 -2.562  -0.262
C9 0.668 -0.062 -2.992  -0.088
C10 1.517 -1.281 -2.334  -0.396
C11 0.916 -2.691 -3.003  -0.078
C12 3.103 -1.223 -2.863  -0.043
N1 1.417 -1.458 -0.844  -0.121
O3 0.449 -2.311 -0.467  -0.060
H1 2.130 1.931 0.187  0.103
H2 3.428 0.599 0.488  0.117
H3 2.873 1.097 -1.332  0.071
H4 1.627 0.314 2.182  0.096
H5 1.914 -1.569 1.675  0.103
H6 0.128 -0.857 1.821  0.085
H7 -0.277 1.482 0.170  0.139
H8 -1.078 -0.244 0.006  0.149
H9 -2.223 -0.598 -2.264  0.141
H10 -2.048 0.700 -3.623  0.130
H11 -3.872 0.788 -1.333  0.113
H12 -2.523 1.972 -0.671  0.112
H13 -3.070 3.729 -2.150  0.083
H14 -3.238 2.672 -3.713  0.091
H15 1.412 0.665 -3.576  0.125
H16 -0.028 -0.519 -3.849  0.140
H17 -0.260 -2.738 -2.977  0.091
H18 1.212 -2.752 -4.156  0.096
H19 1.414 -3.654 -2.503  0.102
H20 3.407 -0.149 -3.245  0.085
H21 3.755 -1.451 -1.890  0.085
H22 3.311 -2.046 -3.701  0.101
C13 -2.411 -3.985 2.019  -0.052
O4 -3.189 -3.418 3.071  -0.004
C14 -3.737 -2.213 2.773  -0.558
O5 -3.615 -1.610 1.718  0.097
O6 -4.443 -1.793 3.853  -0.008
C15 -5.080 -0.528 3.683  -0.047
H23 -2.022 -4.946 2.366  0.085
H24 -3.030 -4.164 1.134  0.104
H25 -1.562 -3.338 1.774  0.089
H26 -5.806 -0.569 2.864  0.100
H27 -4.338 0.256 3.505  0.098
H28 -5.616 -0.292 4.606  0.095
C16 -3.263 4.958 1.843  -0.038
O7 -3.616 4.067 2.899  -0.008
C17 -4.218 4.666 3.958  -0.543
O8 -4.465 5.857 4.062  0.094
O9 -4.496 3.710 4.880  -0.011
C18 -5.136 4.199 6.057  -0.047
H29 -2.789 4.373 1.050  0.085
H30 -4.155 5.439 1.430  0.104
H31 -2.545 5.707 2.193  0.101
H32 -6.103 4.649 5.812  0.100
H33 -4.493 4.917 6.576  0.100
H34 -5.311 3.350 6.724  0.094
C19 3.350 -9.213 -0.848  -0.049
O10 2.572 -8.646 0.204  -0.005
C20 2.024 -7.441 -0.093  -0.558
O11 2.146 -6.838 -1.149  0.092
O12 1.318 -7.021 0.986  -0.002
C21 0.681 -5.756 0.816  -0.044
H35 3.739 -10.174 -0.501  0.096
H36 2.731 -9.392 -1.733  0.096
H37 4.199 -8.566 -1.092  0.099
H38 -0.045 -5.797 -0.002  0.105
H39 1.423 -4.972 0.638  0.082
H40 0.145 -5.520 1.740  0.081
C22 -6.158 8.406 4.605  -0.049
O13 -7.583 8.444 4.646  -0.012
C23 -8.176 8.474 3.426  -0.560
O14 -7.601 8.471 2.349  0.108
O15 -9.520 8.508 3.611  -0.014
C24 -10.278 8.543 2.404  -0.055
H41 -5.791 8.384 5.635  0.097
H42 -5.811 7.501 4.097  0.066
H43 -5.762 9.302 4.118  0.100
H44 -10.096 7.644 1.807  0.098
H45 -10.047 9.445 1.828  0.098
H46 -11.338 8.569 2.671  0.093
C25 3.243 -4.537 -9.030  -0.053
O16 2.572 -5.568 -8.308  -0.010
C26 2.625 -5.430 -6.959  -0.560
O17 3.181 -4.529 -6.352  0.097
O18 1.953 -6.469 -6.403  -0.009
C27 1.926 -6.455 -4.977  -0.047
H47 3.137 -4.748 -10.098  0.094
H48 2.789 -3.563 -8.825  0.098
H49 4.311 -4.528 -8.786  0.098
H50 1.418 -5.557 -4.610  0.085
H51 2.940 -6.522 -4.571  0.100
H52 1.363 -7.330 -4.641  0.096
C28 6.148 -3.282 4.071  -0.052
O19 5.595 -2.784 2.854  -0.013
C29 5.326 -3.740 1.930  -0.559
O20 5.515 -4.939 2.063  0.111
O21 4.810 -3.132 0.833  -0.017
C30 4.477 -4.023 -0.230  -0.036
H53 6.323 -2.432 4.736  0.094
H54 5.447 -3.964 4.563  0.099
H55 7.106 -3.777 3.886  0.099
H56 3.709 -4.735 0.090  0.080
H57 5.368 -4.548 -0.587  0.106
H58 4.073 -3.429 -1.055  0.070
C31 7.601 4.594 1.683  -0.053
O22 6.184 4.433 1.716  -0.012
C32 5.558 4.750 0.555  -0.560
O23 6.098 5.145 -0.466  0.110
O24 4.227 4.552 0.727  -0.014
C33 3.436 4.848 -0.423  -0.055
H59 7.996 4.313 2.662  0.093
H60 8.047 3.937 0.929  0.098
H61 7.865 5.640 1.492  0.099
H62 3.716 4.201 -1.261  0.089
H63 3.534 5.903 -0.698  0.103
H64 2.390 4.654 -0.173  0.086

Atoms 1-6, force components in eV/Å:
C -0.4 0.8 0.5
C -0.1 0.3 2.7
C -0.4 -0.3 -0.6
C 1.1 1.7 0.3
C -1.1 -2.2 0.0
C -0.8 0.9 -0.7

Output
**DFT total energy**: -4114.289329 a.u.
**Total charge**: 0
**LUMO energy (alpha / beta)**: -0.025 / -0.029 Eh
**Multiplicity**: 2

Record 2
Below is a molecular structure, C33H65B2ClF4N4O5P2SeSiW at a distorted geometry, with properties calculated with ωB97M-V/def2-TZVPD.

Last column: Löwdin charge in e.
Element x y z (Å)
W1 -0.241 0.424 -0.822  1.396
C1 -3.667 5.830 1.388  -0.110
C2 -3.080 4.505 0.903  -0.789
C3 -2.393 4.697 -0.454  -0.103
C4 -4.218 3.487 0.719  -0.143
P1 -1.962 3.666 2.153  1.155
C5 -0.977 0.351 2.937  0.036
N1 -1.651 -0.480 2.076  0.011
B1 -1.378 -0.785 0.691  -0.523
N2 -2.390 -1.710 0.284  -0.026
C6 -2.502 -2.404 -0.975  -0.284
P2 -0.844 -2.284 -1.756  1.170
C7 0.062 -3.728 -0.947  -0.632
C8 -0.120 -3.652 0.577  -0.066
C9 -0.453 -5.101 -1.374  -0.091
C10 1.570 -3.629 -1.244  -0.083
C11 -1.118 -2.765 -3.560  -0.651
C12 0.194 -3.261 -4.178  -0.084
C13 -2.222 -3.821 -3.706  -0.078
C14 -1.552 -1.546 -4.378  -0.107
C15 -3.242 -1.950 1.357  -0.166
C16 -4.359 -2.760 1.452  -0.014
C17 -5.019 -2.817 2.676  -0.099
C18 -4.566 -2.083 3.768  -0.095
C19 -3.442 -1.269 3.672  -0.006
C20 -2.786 -1.209 2.455  -0.146
C21 -0.707 4.895 2.813  -0.795
C22 -0.002 5.763 1.771  -0.108
C23 0.346 4.013 3.507  -0.148
C24 -1.364 5.791 3.870  -0.120
H1 -4.441 6.164 0.689  0.083
H2 -4.126 5.724 2.373  0.078
H3 -2.913 6.617 1.445  0.059
H4 -3.143 4.989 -1.199  0.085
H5 -1.627 5.469 -0.432  0.063
H6 -1.931 3.769 -0.791  0.036
H7 -4.897 3.826 -0.070  0.082
H8 -3.826 2.506 0.431  0.056
H9 -4.794 3.364 1.639  0.072
H10 -0.091 0.847 2.582  0.043
H11 -1.377 0.536 3.918  0.059
H12 -2.756 -3.455 -0.797  0.097
H13 -3.260 -1.968 -1.628  0.087
H14 -1.143 -3.888 0.883  0.093
H15 0.545 -4.394 1.026  0.104
H16 0.154 -2.695 0.997  0.050
H17 -1.514 -5.233 -1.157  0.078
H18 -0.276 -5.324 -2.424  0.060
H19 0.093 -5.844 -0.788  0.097
H20 1.931 -2.620 -1.069  0.041
H21 2.117 -4.288 -0.569  0.099
H22 1.817 -3.918 -2.264  0.058
H23 0.509 -4.237 -3.809  0.062
H24 0.039 -3.352 -5.257  0.093
H25 1.005 -2.546 -4.016  0.063
H26 -2.046 -4.733 -3.143  0.054
H27 -3.186 -3.411 -3.404  0.083
H28 -2.302 -4.089 -4.763  0.094
H29 -0.786 -0.772 -4.386  0.066
H30 -1.720 -1.864 -5.410  0.096
H31 -2.479 -1.119 -4.013  0.054
H32 -4.723 -3.321 0.600  0.107
H33 -5.899 -3.438 2.776  0.097
H34 -5.098 -2.141 4.708  0.099
H35 -3.096 -0.703 4.525  0.104
H36 0.430 5.155 0.975  0.034
H37 -0.674 6.497 1.325  0.062
H38 0.809 6.317 2.256  0.084
H39 0.830 3.342 2.795  0.028
H40 1.118 4.644 3.961  0.082
H41 -0.101 3.406 4.299  0.072
H42 -2.014 6.543 3.421  0.057
H43 -1.960 5.203 4.572  0.072
H44 -0.589 6.312 4.442  0.082
F1 3.130 -1.945 0.827  0.191
B2 2.286 -0.975 1.268  -1.204
F2 1.421 -0.618 -0.055  -0.231
F3 2.908 0.201 1.588  0.144
F4 1.388 -1.386 2.195  0.193
O1 -0.881 0.809 -2.708  -0.652
Cl1 -2.399 1.350 -2.794  0.958
O2 -3.206 0.303 -2.220  -0.421
O3 -2.598 1.445 -4.218  -0.393
O4 -1.516 1.391 -0.317  -0.531
C25 3.504 -1.565 -3.251  -0.033
N3 3.093 -0.453 -4.096  -0.072
C26 3.700 -0.394 -5.416  -0.154
C27 3.706 1.027 -5.938  -0.148
C28 2.321 1.617 -5.776  -0.144
N4 1.894 1.522 -4.386  -0.052
C29 1.083 2.618 -3.882  -0.048
C30 2.166 0.433 -3.626  -0.478
O5 1.668 0.241 -2.507  -0.115
H45 4.595 -1.578 -3.183  0.101
H46 3.165 -2.519 -3.660  0.082
H47 3.108 -1.428 -2.252  0.064
H48 3.161 -1.059 -6.101  0.129
H49 4.718 -0.774 -5.332  0.123
H50 4.018 1.043 -6.982  0.120
H51 4.414 1.625 -5.359  0.125
H52 1.601 1.113 -6.432  0.133
H53 2.321 2.672 -6.048  0.122
H54 1.031 2.576 -2.796  0.011
H55 0.071 2.594 -4.291  0.085
H56 1.561 3.557 -4.168  0.092
C31 4.291 1.068 -1.055  -0.165
Si1 3.343 2.480 -0.303  0.264
C32 3.502 3.934 -1.485  -0.220
C33 3.981 3.048 1.348  -0.206
Se1 1.023 2.398 -0.086  0.556
H57 5.339 1.389 -1.064  0.048
H58 3.975 0.912 -2.083  0.010
H59 4.222 0.128 -0.509  0.032
H60 4.548 4.236 -1.598  0.037
H61 2.941 4.798 -1.121  0.030
H62 3.116 3.679 -2.475  0.003
H63 5.033 3.333 1.250  0.038
H64 3.894 2.304 2.135  0.028
H65 3.419 3.937 1.645  0.027

Atoms 1-6, force components in eV/Å:
W 1.4 -0.6 -1.1
C 0.0 0.0 0.0
C 0.0 0.0 0.0
C 0.0 0.0 0.0
C 0.1 -0.1 0.0
P 0.1 0.0 0.0

Output
**DFT total energy**: -6241.887515 a.u.
**Total charge**: 0
**LUMO energy (alpha / beta)**: -0.018 / -0.019 Eh
**Energy relative to the best compared isomer or geometry (same formula, charge and spin)**: 0.0 kcal per mole
**Multiplicity**: 3

> Which formula does entry 1 have?

C33H64ClFNO24S

> The highest DFT total energy belongs to which entry?

C33H64ClFNO24S